(1)
A 3-piece molecular cluster, C29H30BCl5F7N2O10PS3 overall at a distorted geometry, computed with ωB97M-V with the def2-TZVPD basis set.

Geometry (Å):
C  3.7367  4.7359  -3.7000
C  4.2545  3.5761  -2.7609
C  4.4481  3.8839  -1.2406
N  4.4520  2.4215  -3.3266
C  3.7581  1.3533  -2.6544
C  2.2896  1.4123  -2.5695
O  1.5240  2.4645  -3.0637
C  1.6280  0.3003  -1.8780
C  2.3523  -0.8600  -1.3179
C  3.8430  -0.9286  -1.4041
S  4.7732  -2.3250  -0.7275
O  4.2367  -3.6325  -1.1073
O  6.1857  -2.3572  -1.1427
C  4.8473  -2.3055  1.1676
F  6.1710  -2.4195  1.5589
F  4.2262  -3.4417  1.5979
C  4.3182  -0.9757  1.8207
F  2.9622  -0.7975  1.7409
F  4.9937  0.1027  1.2581
C  4.6776  -0.9114  3.3850
F  5.9414  -0.4950  3.6250
F  4.3429  -2.0570  4.0436
F  3.8446  0.0721  3.9074
C  4.5119  0.2187  -2.0643
C  6.0671  0.3380  -2.1983
C  6.5801  -0.3870  -3.5126
O  6.1021  -1.3734  -3.9482
Cl  8.0018  0.4042  -4.3504
C  1.4397  -1.9128  -0.6322
O  1.5068  -3.1065  -0.7200
C  0.2477  -1.3206  0.2239
C  -0.1896  -1.8545  1.5223
P  0.6307  -3.3662  2.2481
S  0.0310  -5.0239  1.3945
C  -1.2938  -1.2250  2.3071
B  -1.7869  -1.7336  3.7553
O  -0.8048  -1.7824  4.7996
N  -3.1510  -2.1101  4.1286
C  -3.6615  -1.0010  4.9868
C  -4.0247  -2.3665  2.9520
C  -1.9641  -0.0525  1.6804
O  -3.0263  0.5138  2.3881
C  -1.5999  0.5028  0.3743
S  -2.4614  1.9308  -0.4026
C  -1.2843  3.3076  -0.7836
O  -3.1991  1.5060  -1.6043
O  -3.4617  2.5331  0.5004
C  -0.4652  -0.1494  -0.3384
C  0.0629  0.3697  -1.7284
O  -0.6473  0.7782  -2.6054
H  3.5405  4.3108  -4.7252
H  2.7497  5.0724  -3.2908
H  4.4933  5.5549  -3.8064
H  3.6058  4.5826  -0.9500
H  4.3515  2.9739  -0.5884
H  5.4043  4.4204  -1.0197
H  1.2914  2.1923  -3.9730
H  6.4087  1.4050  -2.2997
H  6.5943  -0.0618  -1.2891
H  0.4814  -3.4769  3.6531
H  2.0200  -3.2409  1.9797
H  -0.7825  -2.6983  5.1388
H  -4.2217  -1.4250  5.8740
H  -2.8322  -0.3816  5.4447
H  -4.3135  -0.2806  4.4229
H  -3.4541  -2.8488  2.1132
H  -4.6066  -1.4604  2.6391
H  -4.7933  -3.1327  3.2737
H  -2.6361  1.1259  3.0386
H  -1.7777  4.0817  -1.4353
H  -1.1021  3.8121  0.2062
H  -0.3237  2.9422  -1.2235
Cl  -6.8462  -0.3284  -5.3139
C  -5.4071  -0.0208  -4.3068
C  -4.5062  1.0348  -4.9038
Cl  -3.7131  0.4765  -6.4010
H  -4.8812  -0.9649  -4.1706
H  -5.7675  0.3124  -3.3333
H  -3.7118  1.2824  -4.1988
H  -5.0555  1.9472  -5.1340
Cl  -8.1227  -2.8663  3.2524
C  -8.8617  -1.3606  2.6522
C  -7.8620  -0.4788  1.9391
Cl  -6.6498  0.2008  3.0545
H  -9.3171  -0.8464  3.4979
H  -9.6548  -1.6506  1.9622
H  -8.3754  0.3657  1.4787
H  -7.3327  -1.0234  1.1577

Calculated values
- HOMO energy (Ha) = -0.3146
- charge = 0
- total energy (eV) = -178113.9292
- Kohn-Sham gap (eV) = 6.656
- LUMO level (eV) = -1.9

---

(2)
C29H30BrCuGe2N2O2 as an isolated structure at a distorted geometry, computed with ωB97M-V with the def2-TZVPD basis set.

Geometry (Å):
Cu  1.2716  -0.0675  -1.8753
C  4.2720  0.1629  -2.7415
O  3.3083  0.0261  -1.6860
C  3.7607  0.0735  -0.3791
C  5.0922  0.2173  -0.0482
C  5.4431  0.2830  1.2945
Br  7.2695  0.4934  1.7316
C  4.4999  0.1875  2.2918
C  3.1531  0.0150  1.9629
C  2.7918  -0.0216  0.6208
O  1.4584  -0.1522  0.2227
C  2.1923  -0.0937  3.0656
N  2.4372  0.4065  4.2436
C  1.3579  0.0733  5.0293
C  1.1201  0.3495  6.3761
C  -0.0366  -0.1502  6.9341
C  -0.9459  -0.9073  6.1791
C  -0.7315  -1.1824  4.8436
C  0.4317  -0.6717  4.2776
N  0.9707  -0.7349  3.0093
H  4.9802  -0.6649  -2.7163
H  4.8001  1.1120  -2.6548
H  3.7145  0.1390  -3.6726
H  5.8620  0.2914  -0.8014
H  4.7675  0.2343  3.3371
H  0.8812  0.4790  0.6926
H  1.8350  0.9292  6.9438
H  -0.2451  0.0290  7.9804
H  -1.8377  -1.2864  6.6607
H  -1.4320  -1.7730  4.2692
H  0.6293  -1.3159  2.2631
C  -1.0713  -2.7844  -4.0536
Ge  -1.8723  -2.2413  -2.3349
C  -3.8456  -2.3224  -2.3663
C  -1.1090  -3.3732  -0.9072
Ge  -1.0497  0.1163  -1.9219
C  -1.5998  0.7406  -0.1317
C  -2.4645  -0.0185  0.6562
C  -2.8639  0.4272  1.9075
C  -2.3794  1.6277  2.4089
C  -1.4917  2.3806  1.6538
C  -1.1089  1.9407  0.3946
C  -1.6820  1.3995  -3.2603
C  -1.2607  2.7313  -3.2227
C  -1.6354  3.6205  -4.2163
C  -2.4347  3.1876  -5.2657
C  -2.8583  1.8670  -5.3187
C  -2.4718  0.9768  -4.3294
H  -1.3546  -3.8125  -4.2823
H  0.0161  -2.7351  -3.9918
H  -1.3982  -2.1481  -4.8753
H  -4.1425  -3.3511  -2.5736
H  -4.2528  -1.6786  -3.1442
H  -4.2734  -2.0224  -1.4111
H  -1.3689  -4.4135  -1.1081
H  -1.4882  -3.1137  0.0808
H  -0.0219  -3.2901  -0.8957
H  -2.8482  -0.9589  0.2750
H  -3.5578  -0.1623  2.4939
H  -2.6895  1.9759  3.3849
H  -1.1101  3.3160  2.0428
H  -0.4360  2.5542  -0.1985
H  -0.6352  3.0772  -2.4068
H  -1.3052  4.6504  -4.1766
H  -2.7214  3.8799  -6.0463
H  -3.4858  1.5329  -6.1346
H  -2.7986  -0.0566  -4.3790

Calculated values
- HOMO energy (alpha / beta) (Ha) = -0.3930 / -0.3929
- spin multiplicity = 2
- charge = +1
- total energy (eV) = -265342.8359
- Kohn-Sham gap (alpha / beta) (eV) = 8.129 / 5.195
- LUMO level (alpha / beta) (eV) = -2.6 / -5.5

---

(3)
C29H30ClCoIN4O6 as an isolated structure, computed with ωB97M-V with the def2-TZVPD basis set.

Geometry (Å):
Co  -0.1069  0.1148  -0.2349
C  1.4619  -3.1498  1.6569
C  0.0689  -3.6397  1.3071
C  -1.0011  -2.5358  1.3101
N  -0.9563  -1.7027  0.1056
C  -2.0178  -1.7115  -0.6849
C  -3.3247  -2.1005  -0.2943
C  -4.4558  -2.3562  -1.0340
C  -4.6274  -2.4366  -2.4118
C  -3.6579  -2.1369  -3.3483
C  -2.3974  -1.5854  -3.1876
C  -1.7054  -1.1820  -2.0250
N  -0.6409  -0.4021  -2.0538
C  -0.3538  0.2481  -3.3240
C  0.6591  1.3627  -3.1973
C  0.2310  2.3716  -2.1320
N  0.5862  1.7766  -0.8635
C  1.3643  2.3691  0.0057
C  1.5224  3.7685  0.0845
C  2.3427  4.5276  0.8903
C  3.2601  4.1438  1.8602
C  3.5489  2.8421  2.2343
C  3.0652  1.6307  1.7686
C  2.1083  1.3486  0.7705
N  1.8020  0.1159  0.3861
C  2.5468  -0.9688  1.0037
C  2.0902  -2.3350  0.5126
H  2.1107  -3.9765  1.9579
H  1.3493  -2.4995  2.5278
H  -0.2505  -4.3938  2.0341
H  0.0603  -4.1226  0.3239
H  -0.9361  -1.9258  2.2118
H  -1.9470  -3.0729  1.3316
H  -3.4741  -2.1149  0.7751
H  -5.3426  -2.5546  -0.4396
H  -5.5973  -2.7476  -2.7780
H  -3.9369  -2.3120  -4.3832
H  -1.8727  -1.4025  -4.1138
H  -1.2877  0.6821  -3.7036
H  -0.0107  -0.4888  -4.0622
H  0.7673  1.8499  -4.1697
H  1.6346  0.9586  -2.9127
H  -0.8262  2.6093  -2.2055
H  0.8003  3.2932  -2.2719
H  0.8379  4.3273  -0.5388
H  2.2278  5.5996  0.7585
H  3.7799  4.9343  2.3865
H  4.2768  2.7452  3.0347
H  3.4825  0.7664  2.2605
H  2.4053  -0.9271  2.0856
H  3.6139  -0.8026  0.8046
H  2.9026  -2.8843  0.0316
H  1.3388  -2.1679  -0.2590
I  -1.8892  4.9495  6.8977
C  -1.2981  3.4694  5.5370
C  -1.2315  3.7743  4.1874
C  -0.8473  2.7862  3.2914
C  -0.5198  1.5164  3.7475
C  -0.5882  1.2323  5.1055
C  -0.9855  2.2039  6.0106
C  -0.0761  0.4366  2.7839
O  0.5624  -0.5230  3.2163
O  -0.4255  0.6482  1.5755
H  -1.4882  4.7616  3.8300
H  -0.8293  2.9911  2.2296
H  -0.3156  0.2404  5.4415
H  -1.0493  1.9815  7.0669
O  -3.2194  2.3677  -1.8453
Cl  -2.9363  2.2127  -0.4391
O  -2.0228  3.2445  -0.0160
O  -4.1436  2.2702  0.3246
O  -2.3287  0.8908  -0.2298

Calculated values
- energy relative to the best compared isomer or geometry (same formula, charge and spin) (kcal per mole) = 19.6
- HOMO energy (alpha / beta) (Ha) = -0.1725 / -0.1711
- charge = -1
- total energy (eV) = -107048.9608
- Kohn-Sham gap (alpha / beta) (eV) = 6.903 / 6.615
- LUMO level (alpha / beta) (eV) = 2.2 / 2.0

---

(4)
C29H30F5O5SZr as an isolated structure at a distorted geometry, computed with ωB97M-V with the def2-TZVPD basis set.

Geometry (Å):
C  -0.2445  -0.5795  -4.1767
C  -0.8281  -1.6443  -3.2028
C  -0.4660  0.8334  -3.5126
C  -1.5398  0.5791  -2.4598
H  -0.7247  1.5359  -4.3196
H  0.4890  1.1421  -3.0576
C  -1.2587  -0.8392  -1.9636
H  -0.0844  -2.3904  -2.9144
H  -1.7318  -2.1396  -3.6220
C  -0.2011  -0.6642  -0.8822
H  -2.1663  -1.2469  -1.5006
H  -2.5290  0.6641  -2.9739
C  -1.4517  1.4259  -1.1510
C  1.1997  -0.7539  -4.5408
C  -0.8220  -0.6441  -5.5952
O  -1.3438  0.3418  -6.1128
O  2.0059  -1.4615  -3.9529
O  1.5000  -0.0605  -5.6539
O  -0.7131  -1.7921  -6.3200
C  -0.1338  -3.0517  -5.8902
H  -0.3737  -3.3226  -4.8478
H  0.9625  -3.0231  -6.0396
H  -0.5768  -3.7785  -6.5699
C  2.8746  -0.1744  -6.0586
H  3.5559  0.2111  -5.2807
H  2.9641  0.4201  -6.9726
H  3.1120  -1.2318  -6.2592
O  -0.7945  0.2931  0.0467
H  0.7367  -0.2951  -1.3642
H  0.1200  -1.6812  -0.5203
C  -2.8471  1.7541  -0.7110
C  -0.5057  2.6131  -1.1807
H  -0.2973  3.1812  -2.1197
H  0.4739  2.2602  -0.8046
H  -0.8945  3.3213  -0.4358
H  -2.7773  1.9871  0.3471
H  -3.4405  0.8477  -0.8171
H  -3.4042  2.5800  -1.2115
Zr  -0.0762  -0.3066  2.0520
C  -1.8210  -1.2319  3.5105
C  -2.4297  -1.3297  2.2048
C  -1.6511  -2.2596  1.4358
H  -3.3469  -0.8524  1.9090
C  -0.5728  -2.7159  2.2484
C  -0.6754  -2.1130  3.5257
H  -0.1038  -2.3782  4.4246
H  -2.2663  -0.7493  4.3615
H  -1.8817  -2.6027  0.4215
H  0.1272  -3.5146  1.9495
C  1.9358  0.8654  2.6735
C  1.8779  -0.3120  3.5068
C  2.0175  -1.4509  2.6562
H  1.8610  -0.3395  4.5920
C  2.1528  -1.0113  1.3088
C  2.1062  0.4242  1.3011
H  2.2792  1.0729  0.4525
H  1.9808  1.8922  2.9917
H  2.1216  -2.4859  2.9948
H  2.3467  -1.6508  0.4466
F  1.9083  2.9148  8.4651
C  1.2047  2.6434  7.3609
C  1.1584  3.5522  6.3164
F  1.8046  4.7250  6.4475
C  0.4959  3.2372  5.1327
F  0.4757  4.1592  4.1363
C  -0.1468  1.9925  4.9253
S  -1.0200  1.6671  3.4245
C  -0.1195  1.1173  6.0321
F  -0.7590  -0.0922  5.9830
C  0.5480  1.4189  7.2139
F  0.6241  0.4972  8.1969

Calculated values
- energy relative to the best compared isomer or geometry (same formula, charge and spin) (kcal per mole) = 17.6
- HOMO energy (alpha / beta) (Ha) = -0.0333 / -0.0325
- charge = -1
- total energy (eV) = -66498.6287
- Kohn-Sham gap (alpha / beta) (eV) = 3.026 / 3.005
- LUMO level (alpha / beta) (eV) = 2.1 / 2.1

---

(5)
C29H30MnN6PTe as an isolated structure at a distorted geometry, computed with ωB97M-V with the def2-TZVPD basis set.

Geometry (Å):
Mn  -0.2752  -0.5634  -0.2814
C  -2.7737  3.4132  2.6164
N  -2.3726  2.6281  1.4560
C  -2.6861  2.8880  0.1528
C  -2.0909  1.9145  -0.5900
N  -1.4393  1.0439  0.2467
C  -1.6189  1.5048  1.4705
P  -0.9174  0.7079  2.9342
C  0.7847  0.4789  2.3025
N  1.1160  -0.0514  1.1301
C  2.4795  -0.0542  1.0740
C  2.9814  0.4495  2.2386
N  1.8996  0.7823  3.0077
C  1.9485  1.3722  4.3390
C  -1.4487  -0.9847  2.5161
N  -1.1165  -1.5943  1.3818
C  -1.5034  -2.8965  1.5313
C  -2.0799  -3.0689  2.7563
N  -2.0383  -1.8517  3.3736
C  -2.5106  -1.5550  4.7197
H  -3.2816  4.3078  2.2684
H  -3.4527  2.8404  3.2454
H  -1.8984  3.7131  3.1873
H  -3.2789  3.7412  -0.1294
H  -2.0942  1.7889  -1.6595
H  3.0081  -0.4221  0.2116
H  3.9906  0.5912  2.5870
H  2.9797  1.6229  4.5710
H  1.3494  2.2804  4.3709
H  1.5800  0.6719  5.0862
H  -1.3296  -3.6437  0.7778
H  -2.5048  -3.9353  3.2332
H  -3.0281  -2.4274  5.1075
H  -1.6755  -1.3199  5.3772
H  -3.2043  -0.7176  4.7031
C  -1.1959  -2.1648  -1.4694
C  -1.4202  -0.9447  -2.1174
C  -0.1613  -0.3621  -2.4241
C  0.8437  -1.2434  -1.9621
C  0.2077  -2.3604  -1.3447
H  -1.9649  -2.8118  -1.0838
H  -2.3891  -0.5102  -2.3078
H  0.0043  0.5656  -2.9482
H  1.9071  -1.1028  -2.0775
H  0.7085  -3.2069  -0.9035
Te  1.5321  2.8296  -1.1867
C  3.4163  3.8077  -1.1423
C  4.3301  3.4964  -0.1400
C  5.5599  4.1359  -0.0907
C  5.8896  5.0820  -1.0522
C  4.9857  5.3866  -2.0607
C  3.7515  4.7535  -2.1038
C  0.6440  4.0870  0.2708
C  1.0186  3.9771  1.6087
C  0.5013  4.8477  2.5598
C  -0.4086  5.8281  2.1834
C  -0.7938  5.9365  0.8535
C  -0.2640  5.0738  -0.0988
H  4.0794  2.7456  0.6009
H  6.2656  3.8908  0.6929
H  6.8506  5.5782  -1.0184
H  5.2391  6.1206  -2.8142
H  3.0458  5.0002  -2.8877
H  1.7495  3.2284  1.8966
H  0.8264  4.7816  3.5923
H  -0.8004  6.5185  2.9203
H  -1.4866  6.7120  0.5500
H  -0.5459  5.1815  -1.1390

Calculated values
- energy relative to the best compared isomer or geometry (same formula, charge and spin) (kcal per mole) = 2.6
- HOMO energy (alpha / beta) (Ha) = -0.3730 / -0.3720
- spin multiplicity = 2
- charge = +1
- total energy (eV) = -87397.7015
- Kohn-Sham gap (alpha / beta) (eV) = 7.945 / 7.740
- LUMO level (alpha / beta) (eV) = -2.2 / -2.4

---

(6)
C29H30N5SSb2Se4TcTe as an isolated structure at a distorted geometry, computed with ωB97M-V with the def2-TZVPD basis set.

Geometry (Å):
Tc  -1.4022  -0.0401  -1.4139
C  3.5316  0.0714  3.8993
Sb  2.5818  0.3141  1.9690
C  3.2223  -1.6505  1.3834
C  4.2384  1.4602  1.0428
C  4.9428  0.6313  0.0372
C  6.1263  0.0065  0.4418
C  6.8514  -0.8149  -0.3997
C  6.3875  -1.0497  -1.6834
C  5.2267  -0.4342  -2.1101
C  4.4816  0.4153  -1.2860
C  3.3193  1.1171  -1.9070
Sb  1.3425  0.1316  -2.0776
C  2.0868  -1.7269  -2.8641
C  1.1109  1.0962  -3.9879
H  4.5464  -0.2866  3.7326
H  2.9779  -0.6599  4.4849
H  3.5606  1.0172  4.4362
H  4.3069  -1.6866  1.3066
H  2.7757  -1.9310  0.4307
H  2.8771  -2.3458  2.1469
H  4.8816  1.6921  1.8893
H  3.8104  2.3799  0.6488
H  6.4855  0.1993  1.4460
H  7.7729  -1.2654  -0.0564
H  6.9425  -1.6904  -2.3553
H  4.8901  -0.5872  -3.1295
H  3.5214  1.2476  -2.9673
H  3.1518  2.0974  -1.4643
H  2.2767  -1.5821  -3.9265
H  1.3465  -2.5112  -2.7295
H  3.0087  -2.0042  -2.3566
H  2.0230  0.9902  -4.5746
H  0.9024  2.1533  -3.8241
H  0.2771  0.6572  -4.5328
S  -6.4877  3.3795  2.9082
N  -4.8996  3.6045  2.7974
C  -4.4353  2.7419  1.9132
C  -3.0654  2.6205  1.4820
C  -2.0372  3.4642  1.9045
C  -0.7798  3.2749  1.3767
C  -0.5745  2.2683  0.4431
N  -1.5344  1.4369  0.0398
C  -2.7779  1.6135  0.5531
C  -3.8033  0.7331  0.0435
N  -3.3981  -0.1967  -0.8568
C  -4.3173  -1.0134  -1.3691
C  -5.6680  -0.9168  -1.0647
C  -6.0994  0.0457  -0.1794
C  -5.1472  0.8804  0.4056
C  -5.4566  1.9069  1.3681
N  -6.6535  2.1780  1.8523
H  -2.2501  4.2558  2.6097
H  0.0509  3.9010  1.6680
H  0.3885  2.1578  -0.0301
H  -3.9550  -1.7716  -2.0488
H  -6.3665  -1.6015  -1.5229
H  -7.1426  0.1680  0.0771
Se  -2.0351  1.8722  -2.8904
Se  -3.3205  1.2382  -4.6611
Te  -2.2723  -0.9465  -5.3817
Se  -1.4774  -1.7571  -3.1722
Se  -0.6456  -1.6861  0.2350
C  -2.0791  -2.3319  1.3333
C  -2.8414  -3.4065  0.8927
C  -3.7555  -3.9596  1.7791
N  -3.9392  -3.5030  3.0118
C  -3.2256  -2.4589  3.4121
C  -2.2780  -1.8316  2.6129
H  -2.6841  -3.8130  -0.0977
H  -4.3416  -4.8279  1.4986
H  -3.3964  -2.1244  4.4296
H  -1.6806  -1.0059  2.9786

Calculated values
- HOMO energy (alpha / beta) (Ha) = -0.3712 / -0.3725
- spin multiplicity = 4
- charge = +1
- total energy (eV) = -332794.0288
- Kohn-Sham gap (alpha / beta) (eV) = 6.411 / 5.296
- LUMO level (alpha / beta) (eV) = -3.7 / -4.8